Entry A
Molecular formula: C9H14
Method: DFT, ωB97M-V/def2-TZVPD

XYZ file:
```
23
C9H14 ωB97M-V/def2-TZVPD
C -0.03 -3.72 0.39
C 0.22 -2.26 0.66
C 1.18 -1.56 -0.07
C 1.40 -0.21 0.17
C 0.63 0.46 1.12
C -0.21 -0.26 1.95
C -0.41 -1.61 1.71
H -0.33 -3.93 -0.64
H -0.80 -4.14 1.05
H 0.88 -4.29 0.56
H 1.74 -2.07 -0.84
H 2.14 0.38 -0.36
H 0.68 1.54 1.19
H -0.63 0.26 2.80
H -1.06 -2.16 2.39
C -1.28 2.59 -1.19
C -0.11 3.33 -1.83
H -2.21 3.08 -1.47
H -1.33 1.58 -1.60
H -1.13 2.46 -0.12
H 0.05 3.05 -2.87
H -0.23 4.40 -1.69
H 0.85 3.10 -1.34
```

The HOMO energy is -9.009 eV. The SMILES is Cc1ccccc1.CC. Its charge is 0. The LUMO energy comes out at 1.0 eV.

Mulliken population analysis, charges in e, atoms 1 to 8: C -1.367; C 0.758; C -0.295; C -0.542; C -0.483; C -0.636; C -0.334; H 0.320

Entry B
Molecular formula: C9H14
Method: DFT, ωB97M-V/def2-TZVPD

XYZ file:
```
23
C9H14 ωB97M-V/def2-TZVPD
C 2.53 -0.24 0.05
C 1.34 -0.58 0.89
C 0.77 0.32 1.79
C -0.35 0.00 2.54
C -1.00 -1.21 2.34
C -0.41 -2.12 1.46
C 0.77 -1.85 0.78
H 3.25 0.40 0.57
H 2.18 0.26 -0.84
H 3.09 -1.16 -0.14
H 1.33 1.22 1.98
H -0.68 0.74 3.25
H -1.97 -1.53 2.69
H -0.86 -3.09 1.31
H 1.22 -2.60 0.15
C -1.19 2.12 -2.02
C -1.63 0.77 -2.66
H -1.61 2.18 -1.02
H -0.10 2.14 -1.98
H -1.49 2.88 -2.74
H -1.64 -0.02 -1.91
H -2.63 0.88 -3.07
H -0.92 0.49 -3.43
```

The HOMO energy is -9.058 eV. The SMILES is Cc1ccccc1.CC. Its charge is 0. The LUMO energy comes out at 1.0 eV.

Mulliken population analysis, charges in e, atoms 1 to 8: C -1.267; C 0.868; C -0.455; C -0.423; C -0.596; C -0.293; C -0.581; H 0.365

Stability check: which of them is least stable? entry B.

Entry A
Molecular formula: C9H14
Method: DFT, ωB97M-V/def2-TZVPD

XYZ file:
```
23
C9H14 ωB97M-V/def2-TZVPD
C -0.26 -1.95 0.88
C 0.71 -1.36 -0.18
C 0.60 -1.62 -1.58
C 1.43 -0.95 -2.51
C 2.48 -0.15 -2.08
C 2.62 0.06 -0.75
C 1.79 -0.56 0.21
H -0.65 -1.11 1.46
H 0.16 -2.45 1.77
H -1.00 -2.58 0.59
H -0.05 -2.42 -1.98
H 1.54 -1.43 -3.53
H 3.12 0.13 -2.85
H 3.45 0.81 -0.47
H 2.13 -0.47 1.23
C -2.07 2.54 0.78
C -2.55 1.47 1.67
H -2.17 3.54 1.22
H -0.94 2.47 0.63
H -2.39 2.76 -0.30
H -2.58 1.65 2.65
H -3.52 1.00 1.45
H -1.83 0.62 1.66
```

The HOMO energy is -9.100 eV. The SMILES is Cc1ccccc1.CC. Its charge is 0. The LUMO energy comes out at 1.0 eV.

Mulliken population analysis, charges in e, atoms 1 to 8: C -1.179; C 0.671; C -0.335; C -0.482; C -0.355; C -0.355; C -0.291; H -0.076

Entry B
Molecular formula: C9H14
Method: DFT, ωB97M-V/def2-TZVPD

XYZ file:
```
23
C9H14 ωB97M-V/def2-TZVPD
C 0.28 -0.64 2.36
C 0.34 -0.82 0.90
C -0.05 -1.96 0.26
C 0.66 -2.31 -0.89
C 1.40 -1.37 -1.67
C 1.54 -0.04 -1.08
C 1.10 0.15 0.21
H 0.77 -1.59 2.71
H -0.78 -0.71 2.66
H 0.80 0.25 2.74
H -0.82 -2.49 0.71
H 0.78 -3.29 -1.17
H 1.86 -1.69 -2.52
H 2.02 0.60 -1.84
H 1.52 1.02 0.75
C -2.24 2.28 0.38
C -1.95 3.16 -0.88
H -2.89 1.61 -0.01
H -1.36 2.17 1.09
H -2.72 2.92 1.15
H -1.09 3.97 -0.74
H -2.92 3.74 -1.34
H -1.60 2.76 -1.76
```

The HOMO energy is -8.606 eV. The SMILES is Cc1ccccc1.CC. Its charge is 0. The LUMO energy comes out at 1.0 eV.

Mulliken population analysis, charges in e, atoms 1 to 8: C -1.344; C 0.990; C -0.583; C -0.503; C -0.514; C -0.643; C -0.306; H 0.364

Entry C
Molecular formula: C9H14
Method: DFT, ωB97M-V/def2-TZVPD

XYZ file:
```
23
C9H14 ωB97M-V/def2-TZVPD
C -1.52 0.78 -2.52
C -0.86 -0.26 -1.73
C -1.48 -1.44 -1.29
C -0.84 -2.38 -0.49
C 0.58 -2.20 -0.29
C 1.19 -1.06 -0.76
C 0.39 -0.08 -1.35
H -0.95 1.50 -3.14
H -2.33 1.54 -2.09
H -1.98 0.28 -3.56
H -2.46 -1.51 -1.43
H -1.38 -3.20 -0.09
H 1.16 -3.01 0.24
H 2.23 -0.95 -0.54
H 0.91 0.90 -1.59
C 0.40 1.01 2.06
C 1.43 1.76 3.03
H 0.06 1.76 1.34
H 0.94 0.17 1.61
H -0.25 0.50 2.79
H 1.96 1.02 3.51
H 0.67 2.34 3.68
H 2.12 2.52 2.62
```

The HOMO energy is -9.155 eV. The SMILES is Cc1ccccc1.CC. Its charge is 0. The LUMO energy comes out at 1.0 eV.

Mulliken population analysis, charges in e, atoms 1 to 8: C -1.310; C 0.433; C -0.331; C -0.735; C 0.007; C -0.970; C 0.117; H 0.371

Entry D
Molecular formula: C9H14
Method: DFT, ωB97M-V/def2-TZVPD

XYZ file:
```
23
C9H14 ωB97M-V/def2-TZVPD
C -0.60 -3.41 1.50
C -0.85 -2.21 0.63
C 0.24 -1.48 0.18
C 0.04 -0.33 -0.58
C -1.23 0.05 -0.96
C -2.32 -0.69 -0.55
C -2.12 -1.83 0.22
H -1.51 -3.99 1.68
H -0.35 -3.08 2.51
H 0.27 -3.99 1.20
H 1.27 -1.76 0.40
H 0.90 0.28 -0.80
H -1.40 0.94 -1.55
H -3.30 -0.37 -0.85
H -2.98 -2.36 0.61
C 2.29 2.64 -0.14
C 1.19 3.42 -0.83
H 2.51 2.89 0.91
H 2.09 1.57 -0.12
H 3.30 2.69 -0.59
H 0.40 2.78 -1.23
H 1.50 4.18 -1.54
H 0.65 4.04 -0.10
```

The HOMO energy is -9.027 eV. The SMILES is Cc1ccccc1.CC. Its charge is 0. The LUMO energy comes out at 1.1 eV.

Mulliken population analysis, charges in e, atoms 1 to 8: C -1.396; C 0.906; C -0.450; C -0.188; C -0.618; C -0.485; C -0.489; H 0.349

Stability check: which of them is least stable? entry B.

Entry A
Molecular formula: C9H14
Method: DFT, ωB97M-V/def2-TZVPD

XYZ file:
```
23
C9H14 ωB97M-V/def2-TZVPD
C -0.71 -1.85 -1.33
C -0.49 -1.53 0.12
C 0.68 -0.91 0.54
C 0.99 -0.73 1.88
C 0.03 -1.06 2.83
C -1.18 -1.61 2.44
C -1.44 -1.84 1.10
H -1.68 -1.47 -1.64
H -0.72 -2.90 -1.60
H 0.03 -1.36 -1.95
H 1.39 -0.59 -0.21
H 1.90 -0.26 2.23
H 0.26 -0.95 3.88
H -1.94 -1.85 3.18
H -2.37 -2.28 0.77
C -0.05 2.76 -1.80
C 1.35 2.55 -1.24
H -0.09 3.61 -2.48
H -0.28 1.90 -2.45
H -0.81 2.73 -1.02
H 2.08 2.67 -2.03
H 1.63 3.34 -0.52
H 1.43 1.62 -0.69
```

The HOMO energy is -9.059 eV. The SMILES is Cc1ccccc1.CC. Its charge is 0. The LUMO energy comes out at 1.0 eV.

Mulliken population analysis, charges in e, atoms 1 to 8: C -1.428; C 0.638; C -0.242; C -0.670; C -0.313; C -0.506; C -0.336; H 0.345

Entry B
Molecular formula: C9H14
Method: DFT, ωB97M-V/def2-TZVPD

XYZ file:
```
23
C9H14 ωB97M-V/def2-TZVPD
C -0.16 2.09 -1.01
C -1.02 1.11 -0.25
C -1.84 0.18 -0.89
C -2.53 -0.78 -0.18
C -2.61 -0.75 1.21
C -1.82 0.21 1.85
C -0.92 1.01 1.12
H 0.42 2.77 -0.38
H -0.86 2.53 -1.71
H 0.57 1.59 -1.63
H -1.79 0.04 -1.98
H -3.03 -1.65 -0.60
H -3.19 -1.51 1.71
H -1.79 0.28 2.93
H -0.16 1.61 1.59
C 2.97 -1.62 -0.65
C 2.25 -0.62 0.25
H 2.19 -1.89 -1.36
H 3.73 -1.18 -1.31
H 3.38 -2.49 -0.14
H 2.05 -0.90 1.28
H 1.31 -0.29 -0.19
H 2.85 0.28 0.36
```

The HOMO energy is -9.050 eV. The SMILES is Cc1ccccc1.CC. Its charge is 0. The LUMO energy comes out at 1.0 eV.

Mulliken population analysis, charges in e, atoms 1 to 8: C -1.390; C 0.635; C -0.292; C -0.439; C -0.398; C -0.590; C -0.279; H 0.335

Entry C
Molecular formula: C9H14
Method: DFT, ωB97M-V/def2-TZVPD

XYZ file:
```
23
C9H14 ωB97M-V/def2-TZVPD
C -1.29 1.52 1.30
C 0.06 1.22 0.67
C 0.68 2.03 -0.27
C 1.86 1.57 -0.85
C 2.63 0.57 -0.28
C 2.09 -0.11 0.81
C 0.79 0.15 1.21
H -2.05 1.86 0.60
H -1.15 2.31 2.05
H -1.64 0.63 1.82
H 0.25 2.99 -0.51
H 2.15 2.06 -1.78
H 3.63 0.40 -0.67
H 2.59 -0.87 1.40
H 0.31 -0.45 1.98
C -1.77 -1.35 -0.96
C -0.94 -2.63 -0.88
H -1.83 -0.98 -2.00
H -2.83 -1.49 -0.69
H -1.35 -0.56 -0.35
H -1.42 -3.36 -0.22
H -0.84 -3.13 -1.85
H 0.06 -2.37 -0.53
```

The HOMO energy is -9.031 eV. The SMILES is Cc1ccccc1.CC. Its charge is 0. The LUMO energy comes out at 1.0 eV.

Mulliken population analysis, charges in e, atoms 1 to 8: C -1.545; C 0.670; C -0.569; C -0.363; C -0.507; C -0.480; C -0.174; H 0.337

Entry D
Molecular formula: C9H14
Method: DFT, ωB97M-V/def2-TZVPD

XYZ file:
```
23
C9H14 ωB97M-V/def2-TZVPD
C 0.25 -1.58 2.26
C 0.38 -1.98 0.77
C 1.32 -1.30 -0.04
C 1.16 -1.48 -1.39
C 0.08 -2.14 -1.97
C -0.72 -2.94 -1.15
C -0.47 -2.92 0.21
H -0.74 -1.86 2.57
H 0.64 -0.58 2.47
H 0.87 -2.30 2.79
H 2.17 -0.71 0.32
H 1.74 -1.00 -2.18
H -0.09 -2.18 -3.03
H -1.46 -3.61 -1.56
H -1.10 -3.61 0.79
C -1.15 3.99 -0.48
C 0.12 3.67 0.28
H -1.97 4.33 0.23
H -1.00 4.57 -1.39
H -1.53 3.04 -0.89
H 0.08 3.19 1.25
H 0.78 4.55 0.39
H 0.63 2.85 -0.25
```

The HOMO energy is -8.829 eV. The SMILES is Cc1ccccc1.CC. Its charge is 0. The LUMO energy comes out at 0.9 eV.

Mulliken population analysis, charges in e, atoms 1 to 8: C -1.346; C 0.865; C -0.581; C -0.335; C -0.545; C -0.292; C -0.523; H 0.364

Stability check: which of them is least stable? entry D.